[1]
The following is a quantum chemistry calculation of a molecular structure, C43H39ErO3P2S, from the OMol25 dataset.

CARTESIAN COORDINATES (ANGSTROEM)
C -0.303 -3.018 -1.673
H -1.579 8.253 3.238
H 0.195 -3.444 3.475
C 4.079 -1.868 -2.463
H -1.123 1.747 -4.400
H 3.253 0.753 -4.484
C -1.792 1.055 -3.865
C 3.587 -1.363 -1.263
C 2.784 -0.222 -1.252
C 4.531 3.073 1.102
O -1.035 1.354 1.384
C 0.034 -2.859 -3.028
C 3.318 0.148 -3.577
C -3.090 -1.806 1.238
H 2.308 1.625 -2.347
H -0.198 3.821 2.250
H 1.793 -5.736 -3.543
C -3.987 -2.512 2.030
H -4.386 3.952 1.278
C 2.758 1.428 1.104
H -4.331 -2.045 2.948
H -0.248 6.338 2.646
C 2.019 -1.312 1.526
H 4.504 -3.018 3.117
C -1.104 4.417 2.072
C -2.529 7.869 2.869
P -1.202 -1.670 -0.837
C 2.760 3.184 2.758
C -2.539 -2.438 0.107
H -3.681 1.733 -4.741
H 2.325 3.641 3.646
C 1.186 -4.985 -3.036
H 1.066 -3.637 -4.725
C 0.894 -1.941 2.097
C -1.144 0.106 -3.019
H -0.260 -4.425 -0.002
C -3.978 0.036 -3.416
O -2.272 2.114 -0.498
C 2.760 0.625 -2.386
P 1.858 0.055 0.320
H -3.248 7.892 3.699
C 3.490 -2.717 2.841
C 3.921 -1.119 -3.638
H -2.810 -0.788 1.501
C 3.314 -1.694 1.908
C -3.540 5.814 1.887
H -0.048 -0.089 -3.066
C 3.933 1.947 0.535
H 4.180 -1.195 1.467
H -2.929 8.555 2.111
C 0.021 -4.234 -1.033
H 5.462 3.453 0.683
C 1.071 -2.953 3.038
C 3.954 3.682 2.220
C -1.166 5.786 2.384
H 4.587 -2.834 -2.466
C -3.387 -0.798 -2.464
C 0.856 -5.145 -1.685
H -5.065 -0.010 -3.642
C 2.140 2.074 2.194
H 2.534 -3.241 -0.441
H -0.112 -1.626 1.818
O -3.498 1.503 1.608
H 1.332 -5.950 -1.139
C -3.184 0.996 -4.074
H 4.290 -1.510 -4.592
H 3.815 -1.863 -0.318
C 0.775 -3.829 -3.690
H -4.046 -1.439 -1.866
C -3.033 -3.683 -0.311
H -2.691 -4.152 -1.233
C -1.981 -0.760 -2.213
Er -0.519 0.821 -0.802
H -4.482 6.362 1.801
C -3.947 -4.373 0.483
H 1.193 1.687 2.593
H 2.355 -3.482 0.265
H -4.268 -5.373 0.187
C -4.412 -3.795 1.669
C 2.369 -3.338 3.410
H 4.412 4.571 2.649
C -2.394 6.466 2.370
H -5.094 -4.342 2.317
H 2.504 -4.150 4.132
H -0.235 -1.954 -3.564
C -3.467 4.475 1.542
C -2.250 3.781 1.574
H 4.387 1.457 -0.333
S -2.321 2.084 1.028

charge: +2
molecular weight: 865.1 g mol⁻¹
⟨S²⟩: 3.7532
orbital gap (alpha / beta): 0.2637 / 0.2666 Ha
multiplicity: 4

[2]
The following is a quantum chemistry calculation of a molecular structure, C43H39FeN6O3S2, from the OMol25 dataset.

CARTESIAN COORDINATES (ANGSTROEM)
C 3.282 -2.060 1.047
H 3.141 -0.667 4.126
C 2.856 1.190 -1.871
C -4.375 3.292 -1.003
C -4.401 -2.377 -4.013
C -0.638 -4.680 -0.221
H 4.066 2.257 1.200
C 4.620 -1.854 0.770
C 3.562 -0.980 3.180
H -0.453 4.111 1.554
C 3.815 3.401 -1.261
H 2.609 0.554 -5.222
C 0.081 0.303 1.737
H 2.636 -2.568 0.342
H 5.033 -2.203 -0.170
C 3.348 1.760 0.545
C -3.611 1.225 0.135
H 7.313 -0.148 1.913
H -5.964 -2.684 -2.579
H -4.541 -2.819 2.689
H -2.697 -4.370 2.435
C -3.119 -1.908 -4.216
C 4.903 -0.769 2.885
O -2.816 1.007 -0.857
H 5.535 -0.263 3.606
C 5.221 1.341 -1.045
C 5.451 -1.206 1.685
C -4.233 -1.816 -1.664
H 7.488 -1.888 1.705
S -0.150 -0.657 -4.665
C -0.719 -3.369 -0.655
C -0.296 3.045 1.639
C -2.175 -2.824 1.054
C -3.876 -1.964 2.817
C 6.913 -1.015 1.388
C 3.178 1.149 -3.242
C 1.129 0.056 -3.732
O 0.830 -1.607 3.995
N -1.474 -2.467 -0.041
S 1.040 -1.937 2.600
H 2.373 2.224 0.708
C 0.583 1.125 2.776
C -5.811 4.872 0.099
C 3.801 1.907 -0.907
C -2.136 -4.116 1.547
H 4.157 3.571 -2.283
H -0.171 -3.023 -1.521
H -4.701 -1.779 -0.687
C 1.665 0.631 -1.447
C -5.087 4.482 -1.019
C -3.019 -1.765 1.615
C -1.068 -0.848 -3.220
C -0.796 2.191 0.687
H -4.973 -2.777 -4.840
H 4.487 3.936 -0.586
H -5.076 5.105 -1.903
H 5.227 0.268 -0.852
C 0.780 0.087 -2.381
H -4.471 -1.072 2.992
C -4.391 2.485 0.130
H 4.111 1.578 -3.583
H -2.674 -1.929 -5.206
C 2.755 -1.623 2.258
C 2.340 0.579 -4.174
N -3.766 0.404 1.152
H -3.243 -2.156 3.686
H -5.118 2.243 2.125
H -6.365 5.802 0.088
C -2.403 -1.399 -3.132
N -0.488 -0.429 -2.123
H 7.083 -0.877 0.320
H -1.304 -6.071 1.270
H 5.885 1.821 -0.323
H 1.389 0.613 -0.407
N -0.638 0.860 0.724
N -2.961 -0.681 0.927
H -6.388 4.374 2.106
C -5.826 4.069 1.233
H 0.774 3.110 3.511
H 2.816 3.829 -1.161
H -1.357 2.568 -0.157
H -3.804 2.974 -1.865
C 0.389 2.479 2.718
H -0.007 -5.380 -0.750
H 1.087 0.662 3.610
H 3.288 0.714 0.851
O 0.806 -3.304 2.194
C -4.954 -2.325 -2.736
C -2.936 -1.347 -1.843
C -1.357 -5.057 0.898
Fe -1.754 -0.562 -0.514
N 0.227 -1.025 1.597
H 5.630 1.515 -2.041
C -5.120 2.878 1.250

molecular weight: 807.8 g mol⁻¹
⟨S²⟩: 0.7705
energy above the lowest of the compared OMol25 structures with the same formula, charge and spin: 0.00 kcal per mole
orbital gap (alpha / beta): 0.2692 / 0.2690 Ha
multiplicity: 2

[3]
The following is a quantum chemistry calculation of a molecular structure, C43H39GeN2OPRhS, from the OMol25 dataset.

CARTESIAN COORDINATES (ANGSTROEM)
H 1.024 -0.061 -4.384
C 0.121 -3.994 2.969
H 3.049 1.802 -2.532
H 3.427 -0.708 -4.227
C 2.956 -0.202 -3.379
H 5.463 0.022 -2.547
C -1.015 1.335 3.100
Rh 0.950 0.622 -0.750
H 4.352 1.451 -3.671
H -3.074 -1.242 -6.693
C -3.678 -2.289 -1.004
H -4.663 -4.465 1.399
H 0.194 -0.853 4.236
H 5.548 -1.695 -2.130
C 0.007 -2.958 3.887
C 0.194 3.829 3.324
C -4.317 3.439 0.094
C 5.270 0.230 1.992
C 0.866 2.790 2.702
C -2.030 -1.994 -4.976
H 3.202 -1.931 -2.149
N 2.980 -0.331 -0.837
Ge -1.513 -0.213 -1.151
H 0.968 0.142 -2.630
H 2.728 1.753 -4.266
H -1.775 -2.936 -5.444
H -1.174 2.286 0.558
C -2.670 0.436 -3.780
C -1.634 -1.736 -3.672
C 1.287 3.696 -0.759
H 4.410 0.677 5.226
H -2.530 4.297 0.938
C -1.973 -0.531 -3.061
H -0.283 -3.171 4.907
H -3.878 -2.050 -2.040
H 1.861 2.953 2.301
C -4.339 -3.349 -0.406
S 1.633 5.186 -0.376
H -1.073 -2.489 -3.126
C -1.682 2.379 3.723
C 2.871 0.365 2.211
C -2.204 2.304 0.233
H -1.500 0.371 3.011
C 5.018 -0.766 -1.941
C -1.080 3.624 3.837
C 0.273 1.527 2.605
C -2.535 -1.859 1.100
C -4.109 -3.661 0.933
C 0.768 -2.425 1.276
C -4.122 1.202 -0.760
C -4.890 2.326 -0.509
H -1.837 -1.274 1.681
C -3.068 0.175 -5.086
P 1.142 0.275 1.627
H -5.037 -3.933 -0.993
H -3.024 -3.159 2.726
C 0.663 -1.382 2.197
O 5.178 -0.416 -0.556
H -4.574 0.335 -1.222
C -3.203 -2.923 1.685
C 1.453 -0.433 -3.456
H -0.087 -5.011 3.273
H -4.925 4.310 0.301
H 2.179 0.705 4.209
H 6.416 0.452 3.782
C 4.001 0.175 1.399
N 0.997 2.572 -1.030
C 3.983 -0.167 -0.034
C -2.734 -1.593 -0.254
C 3.499 -0.878 -2.116
C -2.759 1.218 -0.445
H -1.602 4.432 4.332
H -2.905 1.392 -3.327
H 1.197 -1.486 -3.336
C -2.974 3.431 0.463
H 0.669 4.798 3.408
C 3.047 0.555 3.580
H -2.675 2.218 4.122
H 1.060 -2.203 0.253
C 0.280 -1.652 3.510
C 3.296 1.286 -3.461
H -3.622 0.924 -5.636
H 6.143 0.112 1.369
H -5.940 2.327 -0.770
C 4.306 0.562 4.155
H 0.604 -4.537 0.949
C 5.425 0.421 3.351
C 0.506 -3.729 1.662
C -2.755 -1.039 -5.679

charge: +2
molecular weight: 838.4 g mol⁻¹
⟨S²⟩: 8.8015
energy above the lowest of the compared OMol25 structures with the same formula, charge and spin: 21.79 kcal per mole
orbital gap (alpha / beta): 0.2743 / 0.1840 Ha
multiplicity: 6

| no. | DFT total energy (eV) |
| --- | --- |
| 1 | -108386.77366 |
| 2 | -116367.24575 |
| 3 | -129882.28931 |